(1)
# C3H7NO4

A 2-piece molecular cluster, C3H7NO4 overall at a distorted geometry (wB97M-V/def2-TZVPD, the Open Molecules 2025 dataset).

ORCA input file:
```
! RIJCOSX wB97M-V def2-TZVPD def2/J DEFGRID3
* xyz 0 1
O 0.47 -2.99 5.61
H -0.24 -3.15 6.28
H -0.01 -2.63 4.83
O 0.00 0.00 0.00
O 1.23 -4.50 0.93
O 0.32 -4.00 2.90
C -0.55 -0.41 0.99
C 0.95 -3.65 1.76
N -0.12 -1.42 1.80
C 1.13 -2.10 1.66
H 0.03 -4.95 2.85
H -1.47 0.06 1.42
H -0.59 -1.67 2.67
H 1.57 -1.83 0.68
H 1.78 -1.67 2.45
*
```

Values from the calculation:
SMILES: O=CNCC(=O)O.O
HOMO: -10.2 eV
energy relative to the best compared isomer or geometry (same formula, charge and spin): 123.1 kJ/mol
DFT total energy: -12904.7108 eV

***

(2)
# C3H7NOS

A 2-piece molecular cluster, C3H7NOS overall at a distorted geometry (wB97M-V/def2-TZVPD, the Open Molecules 2025 dataset).

ORCA input file:
```
! RIJCOSX wB97M-V def2-TZVPD def2/J DEFGRID3
* xyz 0 1
O -0.98 -1.50 -2.16
C -0.61 -1.30 -1.07
C 0.34 0.20 -0.84
C -0.96 0.23 -0.35
S 0.00 1.23 2.49
N 1.36 -0.06 -0.05
H -0.64 -2.10 -0.32
H 0.61 0.61 -1.80
H -1.00 0.26 0.76
H -1.71 0.78 -0.88
H 0.04 1.19 3.82
H 2.25 0.09 -0.50
H 1.31 0.36 0.91
*
```

Values from the calculation:
HOMO: -7.1 eV
energy relative to the best compared isomer or geometry (same formula, charge and spin): 483.5 kJ/mol
DFT total energy: -17592.9180 eV

***

(3)
# C3H7NOS

C3H7NOS in the gas phase at a distorted geometry (wB97M-V/def2-TZVPD, the Open Molecules 2025 dataset).

ORCA input file:
```
! RIJCOSX wB97M-V def2-TZVPD def2/J DEFGRID3
* xyz 0 1
C 1.09 -1.42 -0.06
C -0.46 0.30 -0.12
C 0.62 1.36 0.07
H 1.70 -0.81 0.67
H 1.59 -1.34 -1.01
H 1.16 -2.42 0.31
H 1.19 1.18 1.00
H 1.44 1.31 -0.66
H 0.26 2.43 0.16
H -3.86 0.28 -0.17
N -1.66 0.70 -0.23
O -0.23 -1.06 -0.03
S -2.83 -0.51 0.06
*
```

Values from the calculation:
SMILES: CO/C(C)=N\S
HOMO: -8.3 eV
energy relative to the best compared isomer or geometry (same formula, charge and spin): 188.4 kJ/mol
DFT total energy: -17595.9764 eV

***

(4)
# C3H7NOS

A 2-piece molecular cluster, C3H7NOS overall at a distorted geometry (wB97M-V/def2-TZVPD, the Open Molecules 2025 dataset).

ORCA input file:
```
! RIJCOSX wB97M-V def2-TZVPD def2/J DEFGRID3
* xyz 0 1
C 1.31 -0.21 0.16
C 1.35 0.56 -1.14
C -1.57 -0.91 -0.43
N -1.90 0.29 -0.38
O -2.83 0.65 0.58
S 1.81 -1.72 -0.06
H 0.55 1.41 -1.11
H 1.31 0.03 -2.14
H 2.37 0.99 -1.13
H 2.20 -2.02 1.12
H -0.84 -1.16 -1.17
H -2.13 -1.57 0.26
H -3.11 1.54 0.28
*
```

Values from the calculation:
HOMO: -8.3 eV
energy relative to the best compared isomer or geometry (same formula, charge and spin): 576.3 kJ/mol
DFT total energy: -17591.9561 eV

***

(5)
# C3H7NOS

C3H7NOS in the gas phase at a distorted geometry (wB97M-V/def2-TZVPD, the Open Molecules 2025 dataset).

ORCA input file:
```
! RIJCOSX wB97M-V def2-TZVPD def2/J DEFGRID3
* xyz 0 1
C 1.39 -0.06 0.57
C 0.70 -0.01 -0.78
C -1.60 -0.84 -0.23
H 2.42 -0.33 0.51
H 0.93 -0.81 1.22
H 1.31 0.91 1.13
H 0.79 -0.93 -1.37
H 1.08 0.83 -1.39
H -1.22 1.81 1.20
H -1.06 -1.77 -0.53
N -0.75 0.22 -0.45
O -2.72 -0.82 0.24
S -1.26 1.81 -0.12
*
```

Values from the calculation:
SMILES: CCN(S)C=O
HOMO: -9.6 eV
energy relative to the best compared isomer or geometry (same formula, charge and spin): 111.0 kJ/mol
DFT total energy: -17596.7792 eV

***

(6)
# C3H7NOS

C3H7NOS in the gas phase at a distorted geometry (wB97M-V/def2-TZVPD, the Open Molecules 2025 dataset).

ORCA input file:
```
! RIJCOSX wB97M-V def2-TZVPD def2/J DEFGRID3
* xyz 0 1
O 1.73 0.95 0.38
C 0.79 1.62 0.70
N -0.56 1.25 0.52
C -0.90 -0.08 1.05
C -0.27 -1.28 0.32
S -0.27 -1.05 -1.49
H 0.94 2.63 1.13
H -0.88 1.23 -0.45
H -0.56 -0.16 2.09
H -1.98 -0.16 1.09
H 0.77 -1.34 0.62
H -0.74 -2.23 0.51
H -0.83 -2.21 -1.84
*
```

Values from the calculation:
SMILES: O=CNCCS
HOMO: -9.2 eV
energy relative to the best compared isomer or geometry (same formula, charge and spin): 133.1 kJ/mol
DFT total energy: -17596.5497 eV

***

(7)
# C3H7NOS

C3H7NOS as an isolated structure at a distorted geometry (wB97M-V/def2-TZVPD, the Open Molecules 2025 dataset).

ORCA input file:
```
! RIJCOSX wB97M-V def2-TZVPD def2/J DEFGRID3
* xyz 1 2
C -0.12 -0.19 -0.35
C -0.15 -0.48 1.23
S -2.83 1.98 -1.55
C 1.14 -0.98 -0.13
N 0.08 1.17 -0.58
O 2.18 -0.50 0.20
H 0.17 -1.37 1.80
H 1.19 -1.99 -0.57
H -1.17 -0.29 1.56
H 0.44 0.33 1.64
H -0.68 -0.76 -1.09
H -0.81 1.71 -0.71
H 0.56 1.37 -1.45
*
```

Values from the calculation:
HOMO (alpha / beta): -14.2 / -13.4 eV
energy relative to the best compared isomer or geometry (same formula, charge and spin): 494.7 kJ/mol
DFT total energy: -17583.4753 eV
expectation value of S²: 1.76

***

(8)
# C3H7NOS2

A 2-piece molecular cluster, C3H7NOS2 overall at a distorted geometry (wB97M-V/def2-TZVPD, the Open Molecules 2025 dataset).

ORCA input file:
```
! RIJCOSX wB97M-V def2-TZVPD def2/J DEFGRID3
* xyz 0 1
C 2.76 0.18 0.85
C -0.43 -1.44 -0.31
C 0.61 -1.48 0.85
N 1.76 -0.64 0.61
O 3.53 0.68 1.53
S 2.35 -0.04 -0.96
S 0.05 3.10 -0.94
H -1.31 -2.08 -0.26
H -0.04 -1.35 -1.39
H -0.87 -0.50 -0.22
H 0.89 -2.45 1.13
H 0.04 -1.15 1.80
H -1.12 3.78 -0.48
H -0.36 2.68 -2.15
*
```

Values from the calculation:
SMILES: CCN1SC1=O.S
HOMO: -8.4 eV
energy relative to the best compared isomer or geometry (same formula, charge and spin): 336.0 kJ/mol
DFT total energy: -28429.7597 eV